[1]
Computed, not measured: a structure of composition C22H29F4N4OPt, with wB97M-V/def2-TZVPD.

Geometry as XYZ:
```
61
Properties=species:S:1:pos:R:3:forces:R:3
Pt 0.715 -1.025 -0.090 -0.3 -0.2 -0.1
C 2.240 0.871 -2.363 0.0 -0.1 0.0
C 1.459 -0.270 -2.991 0.1 0.0 0.1
N 1.162 -1.398 -2.027 0.1 0.2 -0.4
C 2.379 -2.239 -1.834 0.1 -0.1 0.0
C 2.292 -2.823 -0.427 -0.2 -0.3 -0.4
C -0.054 -2.162 -2.420 0.3 0.0 0.0
C -1.256 -1.282 -2.158 -0.1 0.2 0.0
N -1.054 -0.472 -0.903 0.1 -0.2 0.0
C -1.936 0.376 -0.512 -0.6 0.5 0.2
C -1.633 1.314 0.595 -0.5 -0.1 -0.2
F -0.416 1.397 1.013 0.3 0.3 0.0
C -2.582 2.146 1.117 -0.2 -0.1 -0.2
F -2.265 2.951 2.088 0.0 0.2 0.2
C -3.881 2.167 0.581 0.2 -0.1 -0.1
C -4.227 1.355 -0.513 0.2 0.0 0.1
F -5.428 1.412 -1.007 -0.1 0.0 0.0
C -3.308 0.510 -1.081 0.1 0.2 0.3
F -3.668 -0.217 -2.089 0.0 -0.1 -0.1
H 2.441 1.626 -3.123 0.0 0.0 0.0
H 3.209 0.558 -1.971 0.0 0.0 0.0
H 1.673 1.359 -1.567 0.0 0.0 0.0
H 2.012 -0.714 -3.822 0.0 0.0 0.0
H 0.516 0.094 -3.394 0.0 0.0 0.0
H 3.238 -1.573 -1.888 0.0 0.0 -0.1
H 2.481 -2.977 -2.630 -0.1 -0.1 0.1
H 2.264 -1.997 0.380 0.4 0.1 0.3
H 3.212 -3.353 -0.169 0.0 0.3 0.3
H 1.465 -3.514 -0.272 0.1 -0.1 0.0
H -0.108 -3.062 -1.809 0.0 -0.1 -0.1
H -0.025 -2.466 -3.470 0.0 0.1 0.0
H -2.162 -1.878 -2.072 0.0 0.0 0.0
H -1.405 -0.557 -2.961 -0.1 -0.1 0.0
H -4.623 2.846 0.999 0.0 0.0 0.0
C -3.545 -4.421 6.505 0.0 0.0 0.0
C -3.375 -4.357 4.995 0.1 0.1 0.0
N -2.103 -3.725 4.569 -0.1 -0.2 0.1
C -0.868 -4.527 4.618 0.0 0.1 0.0
C -0.018 -4.305 5.861 0.0 0.0 0.0
C -2.106 -2.409 4.357 0.0 0.0 0.0
O -3.052 -1.643 4.477 0.0 -0.1 -0.1
C -0.854 -1.728 3.834 -0.1 0.0 0.2
C -0.133 -0.848 4.635 0.0 -0.1 0.1
C 0.849 -0.053 4.068 0.0 0.1 -0.1
C 1.033 -0.093 2.701 0.0 -0.2 0.0
N 0.315 -0.927 1.919 0.3 0.0 0.2
C -0.587 -1.753 2.484 -0.1 0.1 -0.2
H -4.520 -4.842 6.743 0.0 0.0 0.0
H -3.492 -3.425 6.943 0.0 0.0 0.0
H -2.792 -5.056 6.971 0.0 0.0 0.0
H -4.180 -3.778 4.552 0.0 0.0 0.0
H -3.394 -5.354 4.558 0.0 0.0 0.0
H -0.281 -4.343 3.714 0.0 0.0 0.0
H -1.179 -5.568 4.568 0.0 0.0 0.0
H 0.388 -3.292 5.900 0.0 0.0 0.0
H 0.822 -5.000 5.869 0.0 0.0 0.0
H -0.598 -4.467 6.767 0.0 0.0 0.0
H -0.357 -0.775 5.693 0.0 0.0 0.0
H 1.440 0.627 4.666 0.0 0.0 0.0
H 1.747 0.555 2.207 0.0 0.0 0.0
H -1.140 -2.404 1.817 0.0 0.0 0.0
```
Forces are in eV/Å.

Values from the calculation:
gap between HOMO and LUMO (alpha / beta) = 2.623 / 2.612 eV
LUMO level (alpha / beta) = -13.702 / -13.713 eV
net charge = +3
E_tot = -1667.61480 Eh



[2]
Computed, not measured: a structure of composition C11H30ClIO2P3Yb in a non-equilibrium geometry, with wB97M-V/def2-TZVPD.

Geometry as XYZ:
```
49
Properties=species:S:1:pos:R:3:forces:R:3
C 0.368 -3.386 -2.504 2.3 0.2 0.5
C 0.693 -1.920 -2.066 -0.8 -2.9 0.4
H 0.685 -3.949 -1.627 -0.7 -0.4 0.1
H 0.920 -3.846 -3.368 -0.4 1.2 0.6
H -0.662 -3.406 -2.725 -1.4 -0.2 -0.1
O 0.782 -1.703 -0.874 -0.2 1.0 -3.7
I 0.807 -1.105 -4.540 0.0 0.4 2.0
Yb -1.714 1.785 0.598 -0.7 -0.4 -2.6
P -2.793 -0.503 -0.581 -1.4 -0.4 -0.7
C -4.035 -0.211 0.731 -0.7 -0.5 0.8
C -3.638 0.579 -1.821 0.4 -0.1 0.0
H -4.721 0.454 -1.803 0.0 0.0 0.0
H -4.436 -2.313 -1.223 0.1 0.3 0.1
H -3.250 0.304 -2.798 0.0 0.2 -0.1
H -3.025 -2.249 -2.283 0.0 0.3 0.1
H -4.168 0.841 1.030 0.0 0.1 -0.2
H -3.385 1.631 -1.676 -0.1 0.1 -0.1
C -3.357 -2.132 -1.245 0.6 -0.5 0.1
H -5.028 -0.562 0.413 0.2 0.3 0.1
H -2.860 -2.937 -0.696 -0.2 0.1 0.1
H -3.790 -0.749 1.651 0.0 -0.1 0.0
P 2.782 -0.247 -1.109 1.7 -0.2 -0.2
C 3.796 0.207 0.314 -0.6 0.3 0.4
C 3.502 -1.814 -1.706 -0.8 0.0 0.5
H 3.107 0.406 -3.309 0.2 0.1 -0.4
H 4.482 0.892 -2.249 0.5 0.1 -0.1
H 2.920 1.800 -2.263 0.1 0.5 -0.1
C 3.412 0.846 -2.369 -1.3 0.2 -0.2
H 3.053 -1.987 -2.690 0.4 -0.2 0.1
H 4.575 -1.622 -1.790 -0.1 -0.3 0.0
H 4.788 -0.174 0.037 -0.1 0.2 0.4
H 3.427 -0.224 1.255 0.3 0.1 -0.3
H 3.258 -2.627 -1.008 0.4 0.1 -0.3
H 3.785 1.309 0.349 0.2 -0.5 0.2
Cl -0.489 1.337 -1.634 0.4 0.8 0.0
C -0.534 3.307 2.520 -0.2 1.8 1.7
P 0.019 1.647 2.677 1.6 -2.9 1.8
C 1.565 1.726 3.492 1.0 1.0 0.9
C -1.006 0.929 3.938 -0.7 0.2 1.4
O 0.064 0.802 1.409 -0.2 0.9 0.9
H -1.590 3.496 2.752 0.0 -0.2 -0.1
H -0.261 3.780 1.611 0.4 0.6 -1.1
H 0.008 3.910 3.322 -0.6 -0.7 -0.9
H 1.431 2.393 4.383 0.3 -0.6 -0.6
H 1.958 0.757 3.816 -0.3 0.1 -0.1
H 2.299 2.191 2.841 0.2 0.1 -0.1
H -2.062 0.851 3.695 -0.3 0.0 -0.3
H -0.697 -0.071 4.263 0.2 0.2 -0.4
H -0.984 1.556 4.862 0.1 -0.2 -0.6
```
Forces are in eV/Å.

Values from the calculation:
spin multiplicity = 2
⟨S²⟩ = 0.7558
gap between HOMO and LUMO (alpha / beta) = 7.337 / 6.182 eV
LUMO level (alpha / beta) = -6.643 / -7.794 eV
net charge = +2
E_tot = -3527.65948 Eh



[3]
Computed, not measured: a cluster of 2 separate species, C26H32N2O6S in total in a non-equilibrium geometry, with wB97M-V/def2-TZVPD.

Geometry as XYZ:
```
67
Properties=species:S:1:pos:R:3:forces:R:3
O 0.148 5.324 -6.984 -1.3 -1.6 -0.1
O -0.101 -5.447 3.092 0.2 0.3 0.1
O -0.134 -0.649 4.440 -0.2 0.0 -0.6
O -2.323 -2.513 -1.082 0.3 1.9 0.2
O -4.333 -1.205 -0.645 1.8 1.1 -0.3
O -1.356 3.654 -7.408 -0.2 -0.2 0.4
C -0.508 4.355 -6.620 1.8 2.5 -0.4
C -0.819 -4.487 2.845 -0.1 -1.9 -0.2
C 0.424 -1.651 4.866 -0.5 0.3 -0.9
C -0.484 3.829 -5.256 -1.5 -2.2 0.9
C -1.367 2.775 -5.238 1.2 1.3 0.1
C 1.827 5.495 -2.032 -0.2 -0.1 -0.3
C 0.520 5.057 -1.802 0.1 -0.1 -0.5
C 2.380 5.386 -3.310 -0.5 -0.2 0.1
C -0.230 4.505 -2.848 0.3 0.2 0.1
C 1.628 4.836 -4.354 0.1 0.1 0.2
C -0.721 1.317 -3.299 -0.2 -0.4 0.3
C -3.031 1.416 -3.982 0.2 -0.3 0.3
C -1.054 0.401 -2.295 -0.2 0.1 -0.1
C -3.374 0.517 -2.970 0.0 -0.1 0.2
C 0.315 4.382 -4.138 0.3 0.4 0.1
C -1.705 1.840 -4.152 -0.2 -0.3 0.2
C -2.390 0.008 -2.112 0.0 0.2 -0.2
N 0.802 -1.674 6.149 0.5 -0.7 1.0
N -0.527 -3.242 3.216 0.3 1.8 0.8
C -2.117 -4.674 2.097 0.1 0.1 0.1
C -1.975 2.639 -6.605 0.1 -0.1 0.2
C 1.408 -2.777 6.898 -0.1 0.1 -0.3
C 4.413 -2.205 2.858 -0.4 0.0 0.2
C 1.526 -1.605 1.834 0.0 -0.3 0.4
C 3.141 -2.208 3.714 0.0 -0.2 -0.4
C -2.125 -0.538 0.699 0.0 0.3 -0.4
C 1.863 -2.617 2.949 0.4 0.8 0.0
C 0.692 -2.854 3.939 0.1 -0.4 -0.1
S -2.871 -1.177 -0.807 -1.6 -2.3 0.0
H 2.409 5.927 -1.223 -0.1 -0.1 -0.1
H 0.083 5.151 -0.812 0.0 0.0 -0.2
H 3.391 5.736 -3.499 -0.1 -0.1 0.0
H -1.250 4.186 -2.656 0.1 0.0 -0.1
H 2.075 4.769 -5.342 -0.2 0.0 0.1
H 0.316 1.612 -3.430 -0.2 0.0 0.0
H -3.819 1.794 -4.625 0.1 0.0 0.0
H -0.264 -0.001 -1.664 -0.1 0.0 -0.1
H -4.413 0.211 -2.854 0.3 0.0 0.1
H 0.597 -0.825 6.654 0.0 0.0 -0.2
H -1.180 -2.509 2.992 0.1 0.1 0.1
H -2.933 -4.230 2.665 -0.2 0.1 -0.1
H -2.299 -5.740 1.969 0.1 0.1 0.0
H -2.039 -4.199 1.121 -0.2 0.1 -0.1
H -1.775 1.644 -7.017 0.0 0.2 -0.1
H -3.058 2.792 -6.572 0.1 0.1 -0.2
H 1.396 -2.544 7.964 -0.1 0.1 -0.2
H 2.443 -2.925 6.589 0.0 -0.1 0.1
H 0.847 -3.701 6.744 0.1 0.0 0.1
H 5.277 -2.034 3.500 0.1 0.0 -0.1
H 4.527 -3.169 2.361 0.1 0.0 -0.1
H 4.373 -1.411 2.112 0.1 -0.1 -0.1
H 2.352 -1.527 1.130 0.1 0.0 0.0
H 0.659 -1.947 1.273 -0.1 0.0 0.0
H 1.325 -0.621 2.258 -0.1 0.1 0.0
H 3.014 -1.217 4.153 -0.1 0.1 0.1
H 3.300 -2.924 4.519 -0.1 0.0 0.2
H -2.493 0.472 0.883 0.0 -0.1 -0.1
H -1.041 -0.522 0.597 0.0 -0.1 -0.1
H -2.406 -1.182 1.532 -0.2 -0.1 -0.3
H 2.066 -3.573 2.463 -0.1 -0.2 0.1
H 0.977 -3.700 4.560 0.0 -0.2 -0.1
```
Forces are in eV/Å.

Values from the calculation:
gap between HOMO and LUMO = 8.346 eV
LUMO level = -0.729 eV
E_tot = -1969.11259 Eh



[4]
Computed, not measured: a structure of composition C4H10NS in a non-equilibrium geometry, with wB97M-V/def2-TZVPD.

Geometry as XYZ:
```
16
Properties=species:S:1:pos:R:3:forces:R:3
C -1.082 -0.999 0.315 2.2 -0.4 -0.5
C -1.425 -0.677 -1.125 -0.8 1.3 1.4
C -0.612 0.285 -0.274 3.6 -0.9 -1.9
C 2.494 -0.561 0.593 -2.1 2.8 0.3
N -0.838 1.731 0.075 -2.4 0.5 -0.3
S 1.615 0.349 -0.723 -3.1 0.3 -0.2
H -1.702 -1.001 1.150 -1.7 0.1 0.9
H -0.291 -1.791 0.443 -0.7 1.1 -0.1
H -0.895 -1.260 -1.842 0.2 0.0 -0.6
H -2.473 -0.416 -1.345 0.6 -0.1 0.0
H 3.488 -0.531 0.194 0.8 0.4 0.6
H 2.155 -1.525 0.568 -0.7 -2.7 0.1
H 2.134 -0.048 1.520 1.6 -0.6 -0.4
H -0.653 2.414 -0.664 0.7 -0.7 -0.7
H -0.123 1.881 0.749 0.6 0.7 1.2
H -1.791 2.148 0.366 1.3 -1.6 0.2
```
Forces are in eV/Å.

Values from the calculation:
gap between HOMO and LUMO = 9.056 eV
LUMO level = -3.962 eV
net charge = +1
E_tot = -610.97839 Eh



Record order is preserved below.
Energy relative to the best compared isomer or geometry (same formula, charge and spin): 0.0; 210.1; 34.6; 327.8 kJ/mol